Record 1
DFT (the ωB97M-V functional and the def2-TZVPD basis) results for C20H17BrSn as an isolated structure in a non-equilibrium geometry.

Summary:
HOMO level	-7.84	eV
charge	0
relative energy (zero: lowest compared OMol25 entry of this formula, charge and spin)	0.0	kJ/mol

Atoms and positions in Å:
1 Sn -0.098 -0.863 -0.753
2 Br 0.795 -3.041 0.221
3 C -2.082 -2.027 -1.118
4 C 2.337 -0.782 -1.753
5 C -1.365 -2.552 -2.254
6 C -0.202 1.291 3.004
7 C 1.752 -0.728 -3.046
8 C -1.820 2.382 1.489
9 C 0.331 0.501 1.929
10 C 1.037 0.484 -3.169
11 C -2.020 -0.415 -2.784
12 C 0.417 1.196 4.274
13 C 1.500 0.359 4.484
14 C 1.143 1.192 -1.942
15 C 2.046 -0.412 3.415
16 C -2.480 -0.689 -1.459
17 C -1.353 -1.565 -3.267
18 C 1.480 -0.305 2.151
19 C -1.251 2.207 2.745
20 C -1.346 1.594 0.426
21 C -0.370 0.666 0.729
22 C 1.967 0.420 -1.059
23 H -1.748 1.683 -0.584
24 H 0.744 2.181 -1.719
25 H -0.030 1.840 5.034
26 H 1.939 0.301 5.492
27 H 2.887 -1.087 3.582
28 H -2.628 3.097 1.276
29 H 1.818 -1.524 -3.787
30 H -2.353 -2.552 -0.207
31 H 1.889 -0.916 1.318
32 H 2.343 0.752 -0.097
33 H 0.490 0.836 -4.046
34 H -0.924 -1.690 -4.262
35 H 3.012 -1.545 -1.370
36 H -0.979 -3.564 -2.338
37 H -2.175 0.520 -3.323
38 H -3.115 -0.059 -0.842
39 H -1.588 2.814 3.613


Record 2
DFT (the ωB97M-V functional and the def2-TZVPD basis) results for an isolated ion of composition C4H5O5S and charge -1 in a non-equilibrium geometry.

Summary:
HOMO level	-5.25	eV
charge	-1
relative energy (zero: lowest compared OMol25 entry of this formula, charge and spin)	173.2	kJ/mol

Atoms and positions in Å:
1 S -1.426 0.636 0.591
2 O -3.147 -2.149 -0.857
3 O -0.132 1.561 -1.731
4 O -3.593 -0.392 0.421
5 O -0.822 0.324 1.886
6 O -1.479 -0.734 -0.278
7 C -2.934 -1.117 -0.294
8 C 0.113 1.076 -0.392
9 C 1.557 0.929 0.092
10 C 1.934 -0.514 0.065
11 H 1.539 1.570 1.042
12 H 1.728 -0.904 -0.911
13 H 1.544 -1.271 0.847
14 H 3.019 -0.524 0.219
15 H 2.101 1.508 -0.698


Record 3
DFT (the ωB97M-V functional and the def2-TZVPD basis) results for one molecule with the formula C3H5NS in a non-equilibrium geometry.

Summary:
⟨S²⟩	2.039
HOMO level (alpha / beta)	-8.62 / -9.02	eV
charge	0
relative energy (zero: lowest compared OMol25 entry of this formula, charge and spin)	60.4	kJ/mol
multiplicity	3

Atoms and positions in Å:
1 S 1.738 -0.168 -1.290
2 N -0.204 -0.886 0.704
3 C -1.077 0.132 0.408
4 C -0.797 1.317 -0.194
5 C 0.959 -1.079 0.042
6 H -2.019 0.048 0.865
7 H 1.750 -1.283 0.765
8 H -1.460 2.152 -0.085
9 H 0.168 1.728 -0.703
10 H 0.942 -1.961 -0.511


Record 4
DFT (the ωB97M-V functional and the def2-TZVPD basis) results for C17H12N3ReS5 as an isolated structure.

Summary:
⟨S²⟩	0.761
HOMO level (alpha / beta)	-10.80 / -11.13	eV
charge	+1
relative energy (zero: lowest compared OMol25 entry of this formula, charge and spin)	4.2	kJ/mol
multiplicity	2

Atoms and positions in Å:
1 Re -0.814 -0.698 0.431
2 S -0.477 -0.444 -1.855
3 S 0.267 0.726 1.694
4 S 0.585 -2.332 1.208
5 S -2.749 -1.645 1.278
6 S -4.989 0.574 0.904
7 N 1.259 -0.934 -3.757
8 N -2.545 0.628 0.137
9 N 1.519 -2.298 -1.897
10 C 1.592 -0.150 2.481
11 C -3.434 -0.118 0.733
12 C 3.490 -0.172 3.944
13 C 2.551 -2.960 -2.446
14 C -3.059 4.035 -1.195
15 C -5.102 3.168 -0.221
16 C -3.057 1.860 -0.245
17 C -4.405 2.004 0.090
18 C 3.639 -1.539 3.723
19 C 2.766 -2.211 2.885
20 C -2.368 2.881 -0.891
21 C 2.465 0.525 3.328
22 C 2.954 -2.629 -3.708
23 C 1.741 -1.509 2.257
24 C 2.258 -1.590 -4.330
25 C -4.413 4.177 -0.865
26 C 0.890 -1.294 -2.536
27 H 3.006 -3.727 -1.836
28 H 4.172 0.346 4.603
29 H 2.525 -1.270 -5.330
30 H -2.549 4.846 -1.697
31 H -1.322 2.761 -1.141
32 H 1.264 -2.475 -0.913
33 H 2.337 1.586 3.500
34 H -6.146 3.281 0.036
35 H 2.867 -3.276 2.722
36 H -4.928 5.093 -1.117
37 H 4.436 -2.081 4.214
38 H 3.774 -3.138 -4.189


Repeat the first record exactly.
DFT (the ωB97M-V functional and the def2-TZVPD basis) results for C20H17BrSn as an isolated structure in a non-equilibrium geometry.

Summary:
HOMO level	-7.84	eV
charge	0
relative energy (zero: lowest compared OMol25 entry of this formula, charge and spin)	0.0	kJ/mol

Atoms and positions in Å:
1 Sn -0.098 -0.863 -0.753
2 Br 0.795 -3.041 0.221
3 C -2.082 -2.027 -1.118
4 C 2.337 -0.782 -1.753
5 C -1.365 -2.552 -2.254
6 C -0.202 1.291 3.004
7 C 1.752 -0.728 -3.046
8 C -1.820 2.382 1.489
9 C 0.331 0.501 1.929
10 C 1.037 0.484 -3.169
11 C -2.020 -0.415 -2.784
12 C 0.417 1.196 4.274
13 C 1.500 0.359 4.484
14 C 1.143 1.192 -1.942
15 C 2.046 -0.412 3.415
16 C -2.480 -0.689 -1.459
17 C -1.353 -1.565 -3.267
18 C 1.480 -0.305 2.151
19 C -1.251 2.207 2.745
20 C -1.346 1.594 0.426
21 C -0.370 0.666 0.729
22 C 1.967 0.420 -1.059
23 H -1.748 1.683 -0.584
24 H 0.744 2.181 -1.719
25 H -0.030 1.840 5.034
26 H 1.939 0.301 5.492
27 H 2.887 -1.087 3.582
28 H -2.628 3.097 1.276
29 H 1.818 -1.524 -3.787
30 H -2.353 -2.552 -0.207
31 H 1.889 -0.916 1.318
32 H 2.343 0.752 -0.097
33 H 0.490 0.836 -4.046
34 H -0.924 -1.690 -4.262
35 H 3.012 -1.545 -1.370
36 H -0.979 -3.564 -2.338
37 H -2.175 0.520 -3.323
38 H -3.115 -0.059 -0.842
39 H -1.588 2.814 3.613


Q: What is the charge in the third record?
A: 0


Q: The lowest relative energy (zero: lowest compared OMol25 entry of this formula, charge and spin) belongs to which entry?
A: C20H17BrSn


Q: Look up the relative energy (zero: lowest compared OMol25 entry of this formula, charge and spin) of the third one.
A: 60.4 kJ/mol